A molecular structure, C5H10NS. Source: OMol25; level of theory: the ωB97M-V functional and the def2-TZVPD basis.

Structure (XYZ):
```
17
Properties=species:S:1:pos:R:3
C -1.1141 0.0026 1.1226
C -0.0596 0.5664 0.5296
C -1.3443 -1.4626 1.1212
C 0.7529 0.0678 -0.5348
C -0.8364 -2.1496 -0.0905
N 1.0776 1.2204 -1.4278
S -0.6199 -1.4773 -1.5281
H -1.6598 0.3165 1.9444
H 0.2175 1.5704 0.8398
H -0.7199 -1.7173 2.0668
H -2.4312 -1.7032 1.4245
H 1.5005 -0.6268 -0.4378
H -0.7055 -3.2196 0.1104
H 1.0954 0.8317 -2.4035
H 1.9569 1.7004 -1.0632
H 0.2905 1.8757 -1.2366
H -1.4945 -0.2677 -1.3409
```

Results
LUMO level (eV): -3.90
Net charge: +1
Calculated total energy (a.u.): -649.0265
Spin multiplicity: 1
Molecular weight (g/mol): 116.2
HOMO-LUMO gap (hartree): 0.2767

A molecular structure, C3H7ClOS. Source: OMol25; level of theory: the ωB97M-V functional and the def2-TZVPD basis.

Structure (XYZ):
```
13
Properties=species:S:1:pos:R:3
C -0.9296 -0.5283 0.6943
C 0.5323 -0.5592 0.4599
C 0.6200 -1.2048 -0.8659
H -1.7348 -0.7915 2.7243
H -1.4586 -0.2778 -0.3166
H -1.5951 -1.4167 1.0856
H 1.3710 -1.2706 1.1047
H 0.4310 1.4449 -0.2489
H 1.7113 -1.6638 -1.0909
H -0.2973 -1.8841 -1.1459
O 1.1584 0.8287 0.2979
S -1.3381 0.7696 1.9372
Cl 0.7281 0.0394 -2.1894
```

Results
LUMO level (eV): -0.66
Net charge: 0
Calculated total energy (a.u.): -1051.9509
Spin multiplicity: 1
Molecular weight (g/mol): 126.6
HOMO-LUMO gap (hartree): 0.3175

27 unconnected molecules or ions with the total composition H54O27. Source: OMol25; level of theory: the ωB97M-V functional and the def2-TZVPD basis.

Structure (XYZ):
```
81
Properties=species:S:1:pos:R:3
O 6.3618 8.4892 8.3837
H 6.0540 7.6250 8.6691
H 6.0661 9.1126 9.0700
O 9.3514 7.4803 6.1650
H 10.0076 8.1160 5.8065
H 8.5826 7.6704 5.6412
O 11.9177 6.9343 14.2438
H 11.5311 7.8316 14.1615
H 11.2484 6.3919 14.6837
O 8.1480 6.7511 11.7922
H 8.4117 6.7785 12.7396
H 8.9309 6.9658 11.2416
O 9.6010 12.9247 12.3636
H 9.3184 12.9961 11.4267
H 10.2730 12.2381 12.3878
O 14.2611 10.6057 8.4739
H 14.9319 11.0338 7.9106
H 14.6984 9.8950 8.9973
O 6.3829 5.5443 9.6954
H 7.1416 5.6097 9.0973
H 6.7898 5.8448 10.5366
O 15.2070 7.9856 8.8651
H 14.7807 7.1950 8.4950
H 15.1357 7.8922 9.8351
O 14.3142 8.9711 14.9945
H 13.6671 9.0913 15.6711
H 14.4898 8.0368 14.9874
O 6.3833 11.4673 10.4544
H 6.3333 11.3291 11.4006
H 7.3290 11.6324 10.2386
O 13.0207 11.3723 11.0197
H 12.3557 10.6868 10.7767
H 13.5668 11.5133 10.2183
O 7.2075 9.3938 14.2626
H 6.3482 9.1352 13.8852
H 7.0800 10.0148 14.9731
O 10.1321 9.3060 13.2975
H 10.2572 10.1622 13.7346
H 9.1993 9.0483 13.4506
O 10.5717 9.7048 10.5759
H 10.1833 8.9954 10.0167
H 10.2436 9.4897 11.5038
O 8.9456 7.8587 8.9679
H 8.0512 8.2326 8.8258
H 9.2390 7.5699 8.0971
O 13.3871 14.2747 11.9406
H 13.6640 13.6723 12.6413
H 12.6977 13.7809 11.4484
O 11.0739 9.6304 5.5913
H 11.9784 9.2819 5.7521
H 10.9586 10.3654 6.2141
O 13.5983 8.7263 6.3313
H 14.4367 8.2876 6.1170
H 13.6927 9.1026 7.2140
O 9.2848 12.8485 15.1936
H 8.7707 13.4947 15.6718
H 9.0106 12.7886 14.2583
O 14.5345 6.4784 13.7483
H 14.6805 5.5431 13.8401
H 13.5732 6.6243 13.8081
O 8.4103 7.0237 14.5966
H 7.9040 6.3084 15.0125
H 7.9531 7.8598 14.7932
O 13.3968 11.4447 13.6311
H 14.1741 10.8860 13.8181
H 13.3559 11.4433 12.6458
O 13.4467 5.9017 7.6319
H 12.5644 6.2219 7.4036
H 13.5426 4.9932 7.3499
O 11.0399 11.1892 14.7063
H 11.9835 11.1869 14.4152
H 10.7859 12.0547 15.0321
O 11.7726 12.3795 7.0317
H 12.5728 11.9297 7.3608
H 12.0299 12.6572 6.1393
O 9.3372 12.1251 9.6398
H 9.9982 12.5040 9.0324
H 9.7459 11.3024 10.0029
O 5.8706 8.3041 12.3631
H 6.7117 8.0164 12.0185
H 5.2013 8.2504 11.6689
```

Results
LUMO level (eV): -0.16
Net charge: 0
Calculated total energy (a.u.): -2063.9924
Spin multiplicity: 1
Molecular weight (g/mol): 486.4
HOMO-LUMO gap (hartree): 0.3861

A single C2H3F2OP molecule. Source: OMol25; level of theory: the ωB97M-V functional and the def2-TZVPD basis.

Structure (XYZ):
```
9
Properties=species:S:1:pos:R:3
C -0.1231 0.1131 0.0172
C -1.4763 0.7870 -0.1744
F -2.0489 1.1011 1.2684
F -1.4577 1.8543 -0.8587
P -3.1360 -0.4090 -0.2302
O -2.5705 -1.7283 -0.0364
H 0.6547 0.4999 0.7251
H 0.2121 0.1399 -1.0778
H -0.4613 -0.9779 0.2300
```

Results
LUMO level (eV): -0.72
Net charge: 0
SMILES string: CC(F)(F)P=O
Calculated total energy (a.u.): -694.2867
Spin multiplicity: 1
Molecular weight (g/mol): 112.0
HOMO-LUMO gap (hartree): 0.3301

A molecular structure, C44H59BN6OReS. Source: OMol25; level of theory: the ωB97M-V functional and the def2-TZVPD basis.

Structure (XYZ):
```
113
Properties=species:S:1:pos:R:3
Re -0.0739 0.1744 -0.6940
C 0.4775 -5.5021 -1.3882
C -0.0522 -4.3365 -0.6300
C -0.7713 -4.3759 0.5442
C -1.0598 -3.0441 0.8688
N -0.5258 -2.2549 -0.0619
N 0.0781 -3.0386 -0.9769
B 0.8655 -2.5071 -2.1785
N 2.0879 -1.6817 -1.7338
N 2.0278 -0.4205 -1.2530
C 3.2739 0.0589 -1.2081
C 4.1529 -0.9417 -1.6412
C 3.3664 -2.0243 -1.9726
C 3.8044 -3.3422 -2.5003
C 3.7329 1.4261 -0.7615
C 4.2234 1.2945 0.6870
C 4.8893 1.8639 -1.6767
C 2.6548 2.5094 -0.8385
N 0.0372 -1.6171 -3.1361
N -0.2437 -0.3090 -2.9175
C -0.6291 0.2216 -4.0856
C -0.6366 -0.7834 -5.0560
C -0.1958 -1.9262 -4.4254
C 0.0150 -3.2529 -5.0621
C -0.9784 1.6540 -4.4025
C -0.4355 2.6299 -3.3611
C -0.3510 2.0381 -5.7536
C -2.5056 1.7563 -4.5197
C -1.8368 -2.6400 2.0926
C -3.1590 -3.4193 2.1349
C -2.1397 -1.1503 2.1035
C -1.0034 -3.0005 3.3301
H 0.1712 -6.4134 -0.8801
H 1.5649 -5.4854 -1.4388
H 0.0949 -5.5251 -2.4073
H -1.0462 -5.2556 1.0908
H 1.2433 -3.4340 -2.8008
H 5.2201 -0.8930 -1.7113
H 4.8896 -3.3805 -2.5349
H 3.4188 -3.5121 -3.5045
H 3.4422 -4.1443 -1.8612
H 4.9919 0.5280 0.7577
H 3.3933 1.0188 1.3327
H 4.6382 2.2375 1.0341
H 5.7744 1.2493 -1.5376
H 5.1586 2.8956 -1.4633
H 4.5880 1.7983 -2.7215
H 1.7722 2.2465 -0.2512
H 2.3502 2.6775 -1.8693
H 3.0532 3.4432 -0.4446
H -0.9252 -0.7069 -6.0853
H -0.3907 -3.2143 -6.0706
H -0.4818 -4.0493 -4.5109
H 1.0780 -3.4910 -5.1240
H 0.6533 2.6042 -3.3746
H -0.7727 2.3753 -2.3570
H -0.7580 3.6450 -3.5863
H 0.7346 1.9665 -5.7147
H -0.6190 3.0647 -5.9913
H -0.6968 1.4060 -6.5668
H -2.9807 1.4089 -3.6064
H -2.8693 1.1399 -5.3391
H -2.8021 2.7870 -4.7066
H -3.7606 -3.2019 1.2558
H -3.7263 -3.1258 3.0150
H -2.9884 -4.4912 2.1851
H -2.6962 -0.8653 1.2149
H -1.2148 -0.5847 2.1187
H -2.7224 -0.8931 2.9833
H -0.8223 -4.0718 3.3736
H -1.5352 -2.7022 4.2301
H -0.0471 -2.4832 3.3080
C 3.9842 3.2253 7.0905
C 3.6627 2.4065 8.3034
O 4.1147 2.5839 9.3992
S 2.4772 1.0904 8.0875
C 2.0721 1.1108 6.3428
C 2.7724 0.2878 5.4696
C 2.4019 0.2180 4.1428
C 1.3203 0.9686 3.6682
C 0.6275 1.7967 4.5603
C 0.9986 1.8661 5.8881
C 0.9066 0.8610 2.3233
C 0.4712 0.7242 1.1868
H 4.9152 3.7601 7.2650
H 3.1832 3.9478 6.9333
H 4.0625 2.6130 6.1963
H 3.6022 -0.2933 5.8446
H 2.9304 -0.4358 3.4641
H -0.2161 2.3662 4.1992
H 0.4609 2.4975 6.5824
C -2.1575 2.4269 1.4950
C -2.7010 2.0664 0.1110
C -2.7729 3.3939 -0.6821
C -1.8518 1.0685 -0.6412
C -4.1128 1.4760 0.1744
C -4.8723 1.3234 -0.9835
C -6.1484 0.7930 -0.9440
C -6.7044 0.4013 0.2605
C -5.9598 0.5350 1.4175
C -4.6813 1.0656 1.3730
H -1.1950 2.9203 1.3795
H -2.0070 1.5452 2.1067
H -2.8491 3.1063 1.9905
H -1.8001 3.8778 -0.6651
H -3.5008 4.0541 -0.2086
H -3.0663 3.2370 -1.7148
H -2.4423 0.7999 -1.5387
H -4.4808 1.6264 -1.9430
H -6.7088 0.6822 -1.8605
H -7.7058 0.0005 0.2983
H -6.3644 0.2224 2.3695
H -4.1298 1.1563 2.2924
```

Results
LUMO level (alpha / beta) (eV): 0.45 / -0.35
Net charge: 0
Calculated total energy (a.u.): -2617.1395
Spin multiplicity: 4
Molecular weight (g/mol): 917.1
HOMO-LUMO gap (alpha / beta) (hartree): 0.2983 / 0.2785

A molecular structure, C17H15N6O2RuSTe. Source: OMol25; level of theory: the ωB97M-V functional and the def2-TZVPD basis.

Structure (XYZ):
```
43
Properties=species:S:1:pos:R:3
Ru 9.1234 7.3634 7.8726
C 11.9869 10.5256 7.9713
C 12.6752 9.1549 8.0412
C 13.9799 9.2094 8.4220
C 14.6981 7.9748 8.4409
C 14.0259 6.7504 8.1564
C 14.6444 5.5065 8.1346
C 13.9840 4.3516 8.1512
C 12.6107 4.3694 8.1816
C 11.9321 5.5852 7.9973
S 10.2109 5.3401 8.0682
C 12.6568 6.7828 7.9912
N 12.0498 8.0066 7.7330
H 12.4886 11.2318 8.5994
H 10.9452 10.4314 8.3330
H 12.0248 10.9337 7.0198
H 14.4085 10.2077 8.5370
H 15.7314 8.0657 8.6439
H 15.7049 5.4630 8.1271
H 14.6210 3.5296 7.9974
H 12.1843 3.4374 8.4194
N 5.4872 5.3348 9.3185
C 6.5895 6.0381 9.5892
N 7.3933 6.1328 8.5433
C 6.5979 5.5770 7.5502
N 5.5540 4.8720 8.0126
C 7.0856 5.7358 6.2075
C 6.4286 5.2037 5.0620
N 6.8511 5.2865 3.8226
C 8.0349 6.0679 3.6882
C 8.5910 6.7555 4.7503
N 8.1209 6.6994 6.0623
H 5.0335 4.8516 10.0860
H 6.6984 6.4190 10.5178
H 5.5176 4.5497 5.2607
H 8.4044 6.2189 2.6613
H 9.5161 7.3907 4.6236
O 9.8631 7.8770 9.6137
O 9.0570 7.7933 10.6526
Te 7.8712 9.9108 7.5441
C 10.7934 8.0092 6.9672
H 10.6104 8.9669 6.6316
H 10.9995 7.4034 6.0879
```

Results
LUMO level (alpha / beta) (eV): 4.54 / 4.55
Net charge: -2
Calculated total energy (a.u.): -1896.7486
Spin multiplicity: 6
Molecular weight (g/mol): 596.1
HOMO-LUMO gap (alpha / beta) (hartree): 0.1606 / 0.2050

Computed values of energy relative to the best compared isomer or geometry (same formula, charge and spin) (unit: eV) for the preceding records, in sequence: 5.413, 4.733, 0.618, 3.407, 0.000, 0.000.
Computed values of F_max (unit: eV/Å) for the preceding records, in sequence: 3.2, 5.1, 2.0, 5.1, 1.6, 3.2.